{
  "formula": "C15H50N10O10",
  "method": "the ωB97M-V functional and the def2-TZVPD basis",
  "smiles": "NC(N)=O.NC(N)=O.NC(N)=O.NC(N)=O.NC(N)=O.CCO.CCO.CCO.CCO.CCO",
  "spin_multiplicity": 1,
  "de_lowest_kcal_mol": 143.2,
  "e_homo_ha": -0.3041,
  "total_charge": 0,
  "e_tot_ha": -1901.39248,
  "orbital_gap_ev": 7.989,
  "e_lumo_ev": -0.3,
  "symbols": ["N", "C", "N", "O", "H", "H", "H", "H", "N", "C", "N", "O", "H", "H", "H", "H", "N", "C", "N", "O", "H", "H", "H", "H", "N", "C", "N", "O", "H", "H", "H", "H", "N", "C", "N", "O", "H", "H", "H", "H", "C", "C", "O", "H", "H", "H", "H", "H", "H", "C", "C", "O", "H", "H", "H", "H", "H", "H", "C", "C", "O", "H", "H", "H", "H", "H", "H", "C", "C", "O", "H", "H", "H", "H", "H", "H", "C", "C", "O", "H", "H", "H", "H", "H", "H"],
  "positions_angstrom": [[1.070705, 1.255448, 2.294899], [2.235673, 1.675781, 2.468791], [2.603991, 2.709965, 1.781352], [3.190960, 1.054835, 3.252274], [0.736440, 0.616486, 3.067662], [0.356098, 1.878977, 1.924798], [3.463089, 3.181675, 2.057094], [1.956062, 3.246209, 1.148938], [-1.043527, 2.720359, 1.084941], [-0.446877, 3.770419, 0.507271], [0.536782, 3.440519, -0.223132], [-0.844106, 5.006782, 0.907601], [-1.920382, 3.013561, 1.570804], [-1.138135, 1.757197, 0.534987], [1.053014, 4.111245, -0.755374], [0.605279, 2.435740, -0.525252], [1.357844, -3.889093, 2.208797], [2.349437, -3.002989, 2.125980], [2.129345, -1.903907, 1.551992], [3.619476, -3.196008, 2.594752], [1.649886, -4.788448, 2.559934], [0.564159, -3.841395, 1.610413], [2.901192, -1.212761, 1.430342], [1.254366, -1.469101, 1.273834], [5.002144, -0.150152, 1.464923], [4.711875, -0.052533, 0.208656], [3.930422, 0.893320, -0.102715], [5.255547, -0.925960, -0.699142], [5.594450, -0.934096, 1.735452], [4.485047, 0.389431, 2.182870], [3.574106, 0.938024, -1.053063], [3.308246, 1.323419, 0.587204], [-1.413972, 0.221046, 0.098968], [-0.434604, 0.086061, -0.715783], [0.686420, 0.302603, -0.124195], [-0.660704, -0.138491, -1.961362], [-2.428579, 0.137664, -0.108328], [-1.233744, 0.015574, 1.077810], [1.441597, 0.364889, -0.813392], [0.881046, 0.622832, 0.881851], [-0.161466, -3.375707, -1.731244], [-0.590234, -4.170012, -0.468380], [-0.799069, -3.342803, 0.672839], [0.132375, -4.103290, -2.481678], [0.548498, -2.664464, -1.527815], [-0.975953, -2.726213, -2.064645], [0.250824, -4.825391, -0.329238], [-1.560505, -4.626001, -0.740883], [-1.204840, -2.528192, 0.394759], [-3.842592, -2.011149, -0.338926], [-4.712130, -0.900630, 0.059754], [-4.047953, 0.262012, -0.414143], [-4.347236, -2.971414, -0.283765], [-3.029761, -2.125712, 0.349500], [-3.410490, -1.927343, -1.353233], [-5.016789, -0.865280, 1.087935], [-5.547816, -1.081531, -0.593740], [-4.492794, 0.979938, 0.092118], [-2.159044, 4.114440, -3.175956], [-1.651227, 2.723942, -3.586923], [-2.687064, 1.830867, -3.112496], [-1.942572, 4.157631, -2.038132], [-3.200038, 4.326375, -3.360155], [-1.414419, 4.901215, -3.495344], [-0.751351, 2.410367, -2.980098], [-1.523066, 2.514310, -4.631108], [-2.382013, 0.942734, -3.118803], [2.767278, -0.888894, -3.174914], [2.490816, 0.589297, -3.413060], [2.626739, 1.457069, -2.313229], [2.120501, -1.053599, -2.340914], [3.792731, -1.110473, -2.981799], [2.402184, -1.445177, -4.056416], [1.447964, 0.789040, -3.738868], [3.126840, 1.052085, -4.197869], [2.415325, 2.340240, -2.569586], [-3.576700, -1.299433, 3.361452], [-2.288543, -0.456524, 3.127688], [-1.217374, -1.061049, 2.360553], [-4.496019, -0.710721, 3.341640], [-3.476714, -1.691493, 4.329700], [-3.659530, -2.097993, 2.606499], [-1.921541, -0.168144, 4.079748], [-2.450206, 0.543613, 2.672583], [-0.525097, -1.371670, 2.963137]],
  "forces_ev_per_angstrom": [[-6.299, -3.684, 2.300], [9.880, -1.654, 5.408], [0.513, 3.963, -1.931], [-4.830, 2.586, -3.155], [0.594, 0.887, -1.439], [-0.471, 0.520, 0.423], [-0.270, -0.485, -0.198], [0.840, -0.835, 1.142], [-2.511, -2.292, 0.504], [-5.271, 7.288, 4.973], [3.975, -2.094, -3.783], [2.404, -5.358, -2.498], [1.179, -0.364, -0.618], [-0.321, 2.173, 0.940], [-0.078, 0.420, -0.192], [0.068, 1.439, 0.225], [0.472, -1.501, 1.272], [7.415, -3.800, 3.652], [-0.542, 7.041, -3.025], [-5.699, 0.062, -1.665], [-0.072, 0.137, 0.000], [-0.478, 0.315, -0.201], [-0.518, -1.412, 0.539], [-0.045, -1.104, 0.017], [1.051, -0.878, 3.433], [5.090, -6.949, -4.166], [-4.116, 3.682, -1.883], [-2.428, 3.908, 3.391], [-0.507, 0.369, -0.041], [0.554, -0.518, -0.352], [0.468, 0.092, 0.307], [1.060, -0.244, -0.551], [-5.122, 0.128, 3.522], [-2.103, -1.196, -6.147], [5.482, 0.701, -0.170], [1.473, 0.575, 2.444], [0.884, 0.049, -0.743], [0.235, -0.213, -0.343], [0.190, -0.193, 0.677], [-0.559, -1.018, -1.878], [-2.585, -1.070, 0.485], [-0.589, 1.375, -2.014], [0.304, -0.624, -0.037], [0.089, 0.257, -0.274], [2.455, 1.242, 0.578], [-0.268, -0.428, -0.375], [-0.177, -0.761, 0.849], [0.685, -0.573, 0.403], [-0.202, 0.510, -0.141], [1.253, -1.968, 0.125], [-0.398, -0.446, -2.300], [-1.216, 1.651, 1.653], [-0.303, -0.112, -0.083], [0.697, 0.002, 0.380], [-0.441, 0.321, 0.417], [0.064, 0.044, 0.508], [-1.198, 0.529, 0.162], [0.693, -0.119, -0.997], [3.208, 0.278, 2.041], [-1.005, -1.024, 2.070], [-0.670, 1.466, -0.159], [-0.950, -0.092, -1.531], [-0.070, 0.015, -0.363], [-1.181, -0.541, -0.318], [-0.321, 0.741, -0.959], [0.362, 0.402, -0.687], [0.737, -1.255, 0.102], [-0.963, 1.474, -0.616], [-0.520, 1.189, -3.013], [0.207, -0.635, 1.766], [-0.211, -1.148, 0.734], [0.635, -0.128, 0.422], [0.111, 0.236, 0.478], [0.353, -0.901, -0.183], [-0.105, -0.719, 0.069], [-0.105, 0.747, -0.486], [0.862, 0.545, -1.716], [-0.519, 0.795, -0.626], [-0.344, -0.305, 1.228], [0.239, 0.183, -0.081], [-0.121, -0.986, 1.189], [0.068, 0.228, 0.405], [0.576, 0.029, 1.087], [-0.436, -0.656, -0.238], [-0.290, -0.312, -0.144]]
}